Entry 1:
Computed, not measured: C31H28Cl3F9GePPtSi2 as an isolated structure, with ωB97M-V with the def2-TZVPD basis set.

CARTESIAN COORDINATES (ANGSTROEM)
Pt1 -0.50174 1.38747 -0.07482
C1 2.08923 1.13590 2.30261
Si1 1.78518 1.76440 0.56292
C2 2.90254 0.85189 -0.64773
C3 2.22796 3.57531 0.40124
C4 3.48642 4.07103 0.75975
C5 3.82512 5.38467 0.48358
C6 2.91252 6.21610 -0.16432
C7 1.65952 5.73718 -0.50981
C8 1.30080 4.41429 -0.22802
Si2 -0.46018 3.78156 -0.49736
C9 -0.96644 3.85345 -2.30827
C10 -1.48299 4.99927 0.50228
H1 3.13555 1.32547 2.56312
H2 1.92023 0.06271 2.38562
H3 1.46322 1.65096 3.03348
H4 3.88862 1.32512 -0.61187
H5 2.54137 0.93231 -1.67468
H6 3.02566 -0.20175 -0.39595
H7 4.21015 3.42870 1.25218
H8 4.79909 5.76511 0.76409
H9 3.18015 7.24052 -0.39074
H10 0.95581 6.40225 -0.99939
H11 -0.84699 4.87275 -2.68852
H12 -2.01641 3.57494 -2.41466
H13 -0.36286 3.18954 -2.92914
H14 -1.15243 6.00860 0.24351
H15 -1.29993 4.86788 1.56913
H16 -2.55698 4.93875 0.31526
Cl1 -4.08830 2.95892 -0.09474
Ge1 -2.64038 1.75305 1.05240
Cl2 -3.94541 0.01691 1.38598
Cl3 -2.51510 2.56837 3.05789
F1 5.23365 -3.24944 -2.72137
C11 4.70538 -3.76887 -1.59427
F2 4.54662 -5.10111 -1.81218
F3 5.62539 -3.64424 -0.61335
C12 3.41782 -3.11603 -1.22919
C13 2.57626 -2.55011 -2.25246
C14 1.39355 -2.00309 -1.93017
C15 0.92906 -1.98813 -0.53032
C16 1.80691 -2.56753 0.49484
C17 2.98186 -3.11927 0.15852
P1 -0.51123 -1.05587 -0.09107
C18 -1.73626 -1.57099 -1.33599
C19 -2.63742 -0.66402 -1.87835
C20 -3.56886 -1.06990 -2.82182
C21 -3.58845 -2.38646 -3.24268
C22 -2.67427 -3.30421 -2.73478
C23 -1.74949 -2.89542 -1.79206
C24 -4.59254 -2.86301 -4.25472
F4 -5.44668 -3.75612 -3.71422
F5 -5.32564 -1.85794 -4.75806
F6 -3.98650 -3.48052 -5.29194
C25 -0.99235 -1.73307 1.52818
C26 -0.88462 -0.91707 2.64818
C27 -1.23327 -1.38725 3.90510
C28 -1.69054 -2.68498 4.04115
C29 -1.80122 -3.51450 2.93022
C30 -1.44529 -3.04388 1.68020
C31 -2.06213 -3.23738 5.38867
F7 -3.28868 -3.79872 5.37127
F8 -1.19256 -4.20315 5.77020
F9 -2.05772 -2.29347 6.34607
H17 2.91640 -2.56062 -3.27896
H18 0.75813 -1.56942 -2.69215
H19 1.47216 -2.56362 1.52412
H20 3.62257 -3.56073 0.90923
H21 -2.62908 0.37520 -1.56978
H22 -4.27496 -0.35856 -3.22690
H23 -2.68143 -4.32656 -3.08979
H24 -1.01666 -3.60252 -1.42253
H25 -0.53741 0.10414 2.53762
H26 -1.15691 -0.74109 4.76846
H27 -2.16191 -4.52787 3.05041
H28 -1.53470 -3.69617 0.82162

Calculated values
LUMO (alpha / beta)   -0.7 / -3.8 eV
Spin multiplicity   4
HOMO energy (alpha / beta)   -6.60 / -9.29 eV
ΔE to the lowest compared entry with this formula, charge and spin   180.46 kJ/mol
Gap between HOMO and LUMO (alpha / beta)   5.9 / 5.4 eV



Entry 2:
Computed, not measured: C8H18ClIO2OsP as an isolated structure, with ωB97M-V with the def2-TZVPD basis set.

CARTESIAN COORDINATES (ANGSTROEM)
C1 -0.07266 1.62092 1.85766
I1 -0.54338 -1.77156 3.70735
H1 0.84444 2.15608 1.42242
H2 0.06788 1.20549 2.86349
H3 -0.95099 2.28341 1.85100
Os1 0.35450 0.44544 -0.68739
P1 -1.25561 0.06605 -2.13587
C2 -2.96488 -0.34883 -1.62720
C3 -1.40723 1.56186 -3.04398
H4 0.20396 -1.49569 -3.22244
H5 -1.43534 -1.52429 -3.98697
H6 -1.16742 -2.33468 -2.41365
C4 -0.87565 -1.48429 -3.04219
H7 -0.38945 1.85896 -3.44403
H8 -2.12326 1.50370 -3.89592
H9 -3.68685 -0.38036 -2.47103
H10 -3.36711 0.37926 -0.88662
H11 -1.73345 2.39714 -2.36387
H12 -2.97999 -1.34585 -1.12388
C5 -1.09427 0.29140 0.56053
O1 -2.20912 0.22799 0.98638
Cl1 1.77092 1.06237 -2.30862
C6 3.38322 -1.32459 1.81199
C7 2.31281 -0.30158 1.77168
C8 1.81442 -0.02210 3.10745
O2 1.90040 0.23426 0.70043
H13 4.05498 -1.15179 2.68807
H14 4.01636 -1.30056 0.90332
H15 2.92660 -2.30998 1.95529
H16 1.64480 1.01856 3.35653
H17 0.64448 -0.68641 3.15972
H18 2.31686 -0.53033 3.95035

Calculated values
LUMO (alpha / beta)   -13.4 / -15.7 eV
Spin multiplicity   5
HOMO energy (alpha / beta)   -20.49 / -20.21 eV
Gap between HOMO and LUMO (alpha / beta)   7.1 / 4.5 eV
Charge   +3



Entry 3:
Computed, not measured: a 2-piece molecular cluster, C4H7N3 overall, with ωB97M-V with the def2-TZVPD basis set.

CARTESIAN COORDINATES (ANGSTROEM)
C1 -0.92839 -1.79804 -0.87900
N1 0.20025 -1.32773 -0.09860
C2 0.06372 -0.44267 0.87801
N2 0.97388 -0.04636 1.65574
N3 1.68492 0.96048 1.89217
C3 0.32701 2.57853 -0.21355
C4 -0.55502 2.05455 -0.84264
H1 -1.84087 -1.46113 -0.38530
H2 -0.90383 -1.39091 -1.89669
H3 -0.93941 -2.89141 -0.93930
H4 1.12276 -1.58555 -0.43232
H5 2.11925 0.80370 2.81066
H6 1.11751 2.97395 0.38695
H7 -1.34788 1.61253 -1.40444

Calculated values
LUMO   0.8 eV
HOMO energy   -8.63 eV
ΔE to the lowest compared entry with this formula, charge and spin   498.65 kJ/mol
Gap between HOMO and LUMO   9.4 eV



Entry 4:
Computed, not measured: a 2-piece molecular cluster, H6N2O overall, with ωB97M-V with the def2-TZVPD basis set.

CARTESIAN COORDINATES (ANGSTROEM)
H1 -0.86645 0.58511 -2.31611
H2 0.63505 0.48853 -2.45985
H3 0.69835 0.25572 2.32077
H4 -0.87032 0.08446 2.20660
H5 -0.56532 -0.95916 0.20882
H6 0.99263 -0.74267 0.33075
N1 -0.00853 -0.38443 2.00071
N2 0.11085 -0.28201 0.52542
O1 -0.12625 0.95443 -2.81710

Calculated values
SMILES   NN.O
LUMO   0.9 eV
HOMO energy   -8.93 eV
ΔE to the lowest compared entry with this formula, charge and spin   22.91 kJ/mol
Gap between HOMO and LUMO   9.8 eV



Entry 5:
Computed, not measured: a 3-piece molecular cluster, C31H58BCl2FN6O7P2 overall, with ωB97M-V with the def2-TZVPD basis set.

CARTESIAN COORDINATES (ANGSTROEM)
C1 6.32281 -2.08338 -3.24362
C2 5.00706 -1.52440 -2.68269
C3 3.78690 -1.83721 -3.56674
O1 2.88584 -2.72418 -2.88093
C4 1.58845 -2.33135 -2.80545
C5 0.65460 -3.13370 -3.43882
C6 -0.68063 -2.81712 -3.35570
C7 -1.11446 -1.68971 -2.65932
C8 -0.20104 -0.86146 -2.01019
C9 -0.67705 0.32473 -1.20985
Cl1 0.00827 1.87202 -1.81373
C10 -0.38708 0.11713 0.30081
C11 -1.66184 0.24584 1.16368
C12 1.15003 -1.21360 -2.09714
Cl2 2.34948 -0.28061 -1.26609
C13 -2.60214 -1.45990 -2.63889
O2 -3.11121 -0.36294 -2.69813
C14 -3.43082 -2.71227 -2.56462
B1 -4.74959 -2.67931 -1.68196
O3 -5.69610 -1.69773 -1.80439
O4 -4.94735 -3.70288 -0.78010
C15 -3.90215 -3.85879 0.19080
C16 -2.99571 -3.79865 -3.21999
C17 -3.67666 -5.14492 -3.23641
C18 -5.03477 -5.17087 -3.94479
F1 -5.93652 -5.88719 -3.15017
C19 -1.70929 -3.69242 -3.98687
O5 -1.53741 -4.26192 -5.04228
H1 6.15968 -3.01783 -3.78029
H2 6.85207 -1.37072 -3.87537
H3 6.99168 -2.30568 -2.41015
H4 4.83378 -1.99770 -1.71592
H5 5.08417 -0.45437 -2.49343
H6 3.27774 -0.90751 -3.82103
H7 4.14641 -2.30621 -4.48346
H8 0.95934 -4.01397 -3.98827
H9 -1.74548 0.45229 -1.28822
H10 -0.04643 -0.91738 0.39442
H11 0.43027 0.74110 0.65140
H12 -1.98666 -0.76257 1.41825
H13 -1.39219 0.71913 2.10626
H14 -2.45878 0.79302 0.66306
H15 -5.77983 -1.22578 -0.96821
H16 -4.25576 -4.49081 1.00065
H17 -3.02336 -4.34366 -0.24717
H18 -3.61008 -2.88247 0.58232
H19 -3.78245 -5.50297 -2.21280
H20 -3.00960 -5.83962 -3.74586
H21 -4.96276 -5.73711 -4.87153
H22 -5.45758 -4.17825 -4.09456
O6 -1.23098 -2.30650 3.46221
P1 0.05867 -2.96604 3.80476
N1 -0.37267 -4.61128 3.94194
C20 0.00649 -5.51646 5.00823
C21 -1.00181 -5.21112 2.77433
N2 0.38643 -2.26991 5.32664
C22 0.94931 -2.98530 6.45710
C23 -0.55106 -1.25369 5.79907
N3 1.73597 -3.19633 3.50657
C24 2.39544 -1.90792 3.15946
C25 2.11338 -4.15492 2.45374
H23 1.07046 -5.46360 5.25804
H24 -0.18403 -6.54936 4.71777
H25 -0.56943 -5.33228 5.91894
H26 -0.29851 -5.36868 1.94397
H27 -1.80677 -4.57276 2.40241
H28 -1.44322 -6.17611 3.01827
H29 0.19916 -3.58798 6.98085
H30 1.35718 -2.27218 7.17807
H31 1.78107 -3.62187 6.16221
H32 -1.48472 -1.69193 6.17090
H33 -0.79510 -0.54712 5.01202
H34 -0.09216 -0.68466 6.61024
H35 2.01199 -1.49288 2.22151
H36 3.46998 -2.05546 3.05686
H37 2.23606 -1.17670 3.94869
H38 1.67761 -3.91374 1.47910
H39 1.82926 -5.17017 2.72393
H40 3.19820 -4.15509 2.35121
O7 0.94473 7.68044 1.54384
P2 0.49030 7.45189 0.14664
N4 1.34504 6.05279 -0.31753
C26 2.06530 5.85742 -1.55876
C27 1.15499 4.87346 0.51473
N5 1.08214 8.85899 -0.62052
C28 1.66726 8.88738 -1.94767
C29 1.73727 9.84537 0.23366
N6 -0.77895 7.32007 -1.00967
C30 -1.83839 8.33156 -0.75496
C31 -1.46159 6.01884 -1.12163
H41 1.49539 6.16900 -2.43996
H42 2.29314 4.80145 -1.70536
H43 3.02006 6.39148 -1.56158
H44 0.15903 4.42817 0.38505
H45 1.26832 5.12091 1.57226
H46 1.89001 4.10283 0.28662
H47 2.70710 8.54055 -1.94995
H48 1.66363 9.91146 -2.33098
H49 1.09034 8.29923 -2.65862
H50 2.75168 9.54019 0.51708
H51 1.16779 10.02004 1.14081
H52 1.80105 10.79917 -0.29520
H53 -2.33550 8.16829 0.20625
H54 -2.59003 8.29042 -1.54289
H55 -1.41362 9.33278 -0.75525
H56 -1.89579 5.68104 -0.17576
H57 -0.78864 5.24798 -1.49209
H58 -2.26404 6.10467 -1.85406

Calculated values
SMILES   CCCOc1cc2c(c([C@H](Cl)CC)c1Cl)C(=O)C(B(O)OC)=C(CCF)C2=O.CN(C)P(=O)(N(C)C)N(C)C.CN(C)P(=O)(N(C)C)N(C)C
LUMO   -1.1 eV
HOMO energy   -8.27 eV
Gap between HOMO and LUMO   7.1 eV



Entry 6:
Computed, not measured: C53H48AsBGeN8Pt as an isolated structure, with ωB97M-V with the def2-TZVPD basis set.

CARTESIAN COORDINATES (ANGSTROEM)
Pt1 -0.26679 -0.40502 1.05623
C1 2.94335 -2.52778 -2.65147
C2 1.79214 -2.92330 -1.78504
C3 0.45280 -3.15738 -2.15311
C4 -0.19233 -3.39873 -0.96295
N1 0.72455 -3.31544 0.02092
N2 1.94345 -3.02623 -0.47250
B1 0.54350 -3.53686 1.51340
N3 -0.92699 -3.23718 1.95126
C5 -1.92366 -4.14222 1.94925
C6 -3.06693 -3.52395 2.40620
C7 -2.67025 -2.20662 2.69063
C8 -3.47039 -1.10278 3.29476
N4 -1.38423 -2.04270 2.40252
N5 1.54377 -2.64086 2.26122
C9 2.73454 -2.95790 2.79750
C10 3.33203 -1.79281 3.22971
C11 2.42420 -0.77373 2.89687
C12 2.53841 0.69109 3.13940
N6 1.36591 -1.30394 2.29704
N7 0.81230 -5.00826 1.89688
C13 0.85742 -5.52546 3.14367
C14 0.90200 -6.89487 3.03219
C15 0.86064 -7.13236 1.64124
C16 0.86372 -8.43906 0.91520
N8 0.79949 -5.99157 0.97183
H1 2.77649 -2.82755 -3.68670
H2 3.86695 -2.98767 -2.29772
H3 3.08991 -1.44199 -2.63225
H4 0.01747 -3.12208 -3.13809
H5 -1.22807 -3.60955 -0.75052
H6 -1.73976 -5.15911 1.63781
H7 -4.04320 -3.96076 2.53646
H8 -4.52684 -1.21011 3.04543
H9 -3.11687 -0.14008 2.92632
H10 -3.37883 -1.10084 4.38322
H11 3.06628 -3.98115 2.83091
H12 4.28210 -1.68584 3.72667
H13 3.22330 0.88478 3.96560
H14 1.56526 1.11535 3.38381
H15 2.91434 1.20921 2.25513
H16 0.85096 -4.88223 4.00981
H17 0.96272 -7.61650 3.83074
H18 1.45831 -9.18336 1.44657
H19 1.28072 -8.30605 -0.08217
H20 -0.14721 -8.83862 0.80659
C17 -2.79193 5.46760 0.47014
C18 -2.50282 4.85030 -0.73863
C19 -2.41982 3.46651 -0.81716
C20 -2.62179 2.68671 0.31699
C21 -2.91136 3.31208 1.52473
C22 -3.00073 4.69440 1.60275
As1 -2.52791 0.72947 0.26872
C23 -4.34923 0.48331 -0.45194
C24 -5.54347 0.51817 0.24650
C25 -6.74727 0.36916 -0.43349
C26 -6.74496 0.18820 -1.80956
C27 -5.55065 0.15325 -2.51473
C28 -4.34037 0.30000 -1.84302
C29 -3.00151 0.26697 -2.45438
C30 -2.68496 -0.02011 -3.77711
C31 -1.34395 -0.11344 -4.13291
C32 -0.33314 0.02946 -3.19385
C33 -0.62636 0.30392 -1.85139
C34 -1.96512 0.46223 -1.54105
H21 -2.84326 6.54776 0.53131
H22 -2.33244 5.44887 -1.62623
H23 -2.18503 2.99487 -1.76447
H24 -3.04293 2.71727 2.42273
H25 -3.21209 5.16743 2.55405
H26 -5.54293 0.66361 1.32141
H27 -7.68458 0.39405 0.10932
H28 -7.68352 0.07330 -2.33840
H29 -5.56549 0.01296 -3.58920
H30 -3.45658 -0.19625 -4.51701
H31 -1.08110 -0.33713 -5.16077
H32 0.70127 -0.09860 -3.49304
H33 1.20682 -0.33860 -1.11693
C35 0.41810 0.35015 -0.78711
Ge1 1.46029 1.99788 -0.69242
C36 1.47214 2.95210 -2.42564
C37 0.57656 3.98227 -2.70885
C38 0.49741 4.54109 -3.97840
C39 1.31760 4.07564 -4.99727
C40 2.21822 3.05209 -4.73382
C41 2.28848 2.49928 -3.46221
C42 1.04041 3.38706 0.64394
C43 1.53144 4.68151 0.45868
C44 1.37269 5.65859 1.43177
C45 0.72453 5.35502 2.62156
C46 0.23044 4.07421 2.82245
C47 0.38654 3.10415 1.84142
C48 3.31941 1.41188 -0.44040
C49 3.61118 0.09190 -0.09858
C50 4.92632 -0.33236 0.05855
C51 5.97102 0.56008 -0.13048
C52 5.69811 1.87625 -0.48553
C53 4.38376 2.29280 -0.64089
H34 -0.07234 4.35929 -1.92558
H35 -0.21008 5.33964 -4.17130
H36 1.25375 4.50553 -5.98956
H37 2.86429 2.68021 -5.52034
H38 2.99965 1.69962 -3.27508
H39 2.05091 4.93596 -0.45983
H40 1.75792 6.65708 1.26019
H41 0.60386 6.11395 3.38570
H42 -0.28275 3.82739 3.74495
H43 -0.01559 2.10333 1.99314
H44 2.81727 -0.63547 0.03539
H45 5.11741 -1.36493 0.32506
H46 6.99661 0.23164 -0.00838
H47 6.51002 2.57591 -0.64662
H48 4.18688 3.32156 -0.92838

Calculated values
LUMO (alpha / beta)   2.5 / 2.5 eV
Spin multiplicity   2
HOMO energy (alpha / beta)   -3.32 / -4.70 eV
ΔE to the lowest compared entry with this formula, charge and spin   0.00 kJ/mol
Gap between HOMO and LUMO (alpha / beta)   5.8 / 7.1 eV
Charge   -1



Entry 7:
Computed, not measured: one molecule with the formula C3H2OS3, with ωB97M-V with the def2-TZVPD basis set.

CARTESIAN COORDINATES (ANGSTROEM)
C1 -0.48684 -0.59107 0.47799
C2 0.12410 0.73618 0.12987
C3 1.53595 0.61685 -0.24331
H1 -1.72072 -2.52748 -0.32629
H2 2.01133 1.66635 -0.25974
O1 -0.10948 -1.30938 1.36624
S1 -2.07253 -1.05837 -0.54513
S2 -0.71361 2.18745 0.08682
S3 2.38276 -0.70631 -0.32489

Calculated values
SMILES   O=C(S)C(=S)C=S
LUMO   -2.6 eV
HOMO energy   -9.39 eV
ΔE to the lowest compared entry with this formula, charge and spin   226.82 kJ/mol
Gap between HOMO and LUMO   6.8 eV



Entry 8:
Computed, not measured: one molecule with the formula C2H8N2, with ωB97M-V with the def2-TZVPD basis set.

CARTESIAN COORDINATES (ANGSTROEM)
C1 -0.39048 0.34848 -0.50099
C2 0.39605 -0.21884 0.64405
N1 1.49247 -0.99399 0.11892
N2 -1.60132 1.15648 -0.07634
H1 -0.74430 -0.48027 -1.10126
H2 0.30126 0.95887 -1.13972
H3 -0.14338 -0.88924 1.34961
H4 0.84122 0.52115 1.31529
H5 2.18765 -1.45928 0.66808
H6 1.82144 -0.83993 -0.81808
H7 -2.05093 0.39522 0.41671
H8 -2.10968 1.50135 -0.87628

Calculated values
SMILES   NCCN
LUMO   1.2 eV
HOMO energy   -8.58 eV
ΔE to the lowest compared entry with this formula, charge and spin   58.57 kJ/mol
Gap between HOMO and LUMO   9.8 eV